{
  "formula": "C27H43ClNO7S",
  "method": "ωB97M-V/def2-TZVPD",
  "charge": -1,
  "homo_energy_ev": -2.382,
  "gap_ev": 0.94,
  "energy_ha": -2494.1743,
  "species": ["C", "C", "C", "C", "C", "C", "C", "C", "C", "C", "C", "C", "C", "C", "C", "C", "C", "C", "C", "C", "N", "S", "C", "C", "C", "O", "Cl", "C", "C", "C", "O", "O", "O", "H", "H", "H", "H", "H", "H", "H", "H", "H", "H", "H", "H", "H", "H", "H", "H", "H", "H", "H", "H", "H", "H", "H", "H", "H", "H", "H", "H", "H", "H", "H", "H", "H", "H", "H", "H", "H", "H", "H", "H", "H", "H", "H", "C", "O", "O", "O"],
  "positions_angstrom": [[-1.10505, 6.03638, -1.31139], [0.35458, 5.61858, -1.38038], [0.59428, 4.46696, -2.37033], [1.39950, 3.30566, -1.78223], [2.82896, 3.30193, -2.26935], [3.69126, 2.08741, -1.87483], [3.34047, 1.59570, -0.48201], [4.46904, 0.84517, 0.23291], [3.97760, -0.01509, 1.39783], [3.59283, 0.81693, 2.60305], [2.19959, 1.44470, 2.43495], [1.28417, 1.23574, 3.63410], [0.40380, -0.01531, 3.63845], [-0.61738, -0.24283, 2.53797], [-0.92986, -1.75004, 2.52270], [0.23515, -2.58634, 2.00250], [-0.15352, -4.02723, 1.64134], [-0.49333, -4.31466, 0.17675], [-1.92218, -4.67045, -0.11978], [-2.86068, -4.85780, 0.81439], [-4.18221, -5.17492, 0.49548], [-5.28501, -5.34500, 1.73488], [-4.53371, -5.30245, -0.83808], [-5.93607, -5.58479, -1.25682], [-6.38771, -4.40990, -2.05016], [-6.70685, -4.40544, -3.18810], [-6.36640, -2.89102, -1.09864], [-3.59569, -5.13461, -1.77382], [-2.28646, -4.82440, -1.45688], [-1.32557, -4.63709, -2.53149], [-0.41732, -5.38182, -2.77516], [-1.50489, -3.56532, -3.35302], [-2.33106, -2.59831, -2.70433], [-1.16070, 7.06473, -0.98745], [-1.60087, 5.96526, -2.26895], [-1.65194, 5.46334, -0.57312], [0.90220, 6.47116, -1.74480], [0.68000, 5.36559, -0.38161], [1.06040, 4.84638, -3.26616], [-0.37762, 4.09306, -2.62408], [1.33601, 3.42466, -0.71238], [0.90634, 2.36372, -1.99068], [2.82886, 3.45609, -3.33687], [3.30694, 4.16623, -1.82018], [4.72700, 2.40208, -1.88239], [3.53375, 1.31054, -2.60956], [3.14450, 2.46968, 0.11578], [2.45331, 0.98278, -0.52527], [5.02205, 0.21757, -0.44901], [5.09740, 1.62091, 0.64244], [3.17141, -0.67765, 1.11135], [4.81316, -0.65489, 1.66469], [4.37447, 1.53963, 2.78499], [3.55725, 0.17598, 3.47587], [1.75809, 0.97722, 1.57066], [2.29672, 2.50055, 2.24512], [1.88062, 1.19532, 4.53748], [0.65965, 2.11527, 3.73527], [1.05403, -0.87377, 3.75303], [-0.16227, 0.04982, 4.55938], [-1.53008, 0.29918, 2.74523], [-0.28418, 0.03644, 1.54724], [-1.14652, -2.03094, 3.54618], [-1.82414, -1.94480, 1.94594], [0.67939, -2.04688, 1.17769], [0.97346, -2.65583, 2.78651], [-0.94522, -4.32360, 2.30986], [0.71237, -4.62921, 1.86944], [0.11926, -5.10071, -0.23816], [-0.27332, -3.43074, -0.40863], [-2.66363, -4.75286, 1.85707], [-5.35407, -4.07707, 2.21348], [-6.60773, -5.67766, -0.41860], [-5.95472, -6.45084, -1.89261], [-3.87822, -5.22387, -2.80373], [-3.21089, -2.72618, -3.08351], [2.03275, 9.45992, -2.37378], [1.88360, 10.58584, -2.88052], [1.25203, 8.97594, -1.48591], [2.97881, 8.66224, -2.68726]],
  "forces_ev_per_a": [[0.14, 0.26, 0.41], [-0.25, 0.12, -0.92], [-0.12, -0.19, 0.97], [-0.34, 0.10, -0.38], [0.48, -0.09, 0.74], [-0.73, 0.51, 0.03], [0.81, -0.17, -0.17], [-1.19, -0.13, -0.02], [1.11, 0.28, 0.01], [-0.73, -0.54, -0.12], [0.38, -0.32, 0.54], [-0.32, 0.22, -0.22], [0.34, 0.77, 0.27], [0.13, -0.98, 0.08], [0.07, 0.52, -0.19], [-0.73, -0.15, 0.21], [0.75, 0.25, -0.35], [-0.65, 0.44, 0.60], [0.67, -0.14, 0.12], [0.07, 0.14, 0.66], [-0.37, -0.09, 0.46], [-0.17, -0.31, 0.58], [-0.80, -0.21, 0.00], [0.18, 0.42, 0.29], [-0.14, 0.05, -0.14], [-0.10, 0.17, -0.37], [-0.06, 0.13, 0.04], [0.05, 0.20, -0.50], [0.50, 0.10, -0.68], [0.21, -0.78, 0.43], [0.49, 0.13, -0.35], [-0.38, 0.46, -0.46], [0.24, 0.51, -0.01], [-0.10, 0.43, 0.07], [-0.15, -0.06, -0.31], [-0.28, -0.39, 0.04], [0.44, 0.42, 0.29], [0.36, -0.03, 0.26], [0.11, 0.09, -0.40], [-0.60, -0.31, -0.47], [0.23, -0.18, 0.51], [-0.08, -0.39, -0.28], [0.14, -0.01, -0.46], [0.14, 0.46, -0.08], [0.40, -0.09, -0.22], [0.21, -0.47, -0.19], [-0.45, 0.30, 0.31], [-0.44, -0.13, 0.04], [0.31, -0.09, -0.39], [0.77, 0.05, 0.04], [-0.36, -0.15, -0.21], [0.19, -0.29, 0.20], [0.17, 0.43, 0.13], [0.08, -0.26, 0.33], [-0.37, 0.10, -0.41], [-0.07, 0.42, -0.24], [0.23, 0.10, 0.32], [-0.36, 0.22, 0.06], [0.16, -0.29, -0.13], [-0.16, -0.22, 0.43], [-0.20, 0.34, 0.03], [0.25, 0.26, -0.27], [-0.20, -0.31, 0.35], [-0.30, -0.09, -0.33], [0.31, -0.05, -0.47], [0.41, 0.10, 0.16], [-0.14, -0.27, 0.27], [0.20, -0.43, 0.27], [0.29, -0.27, -0.03], [0.16, 0.32, -0.29], [-0.11, -0.02, 0.38], [0.00, 0.17, -0.26], [-0.18, -0.29, 0.30], [-0.28, -0.43, -0.25], [-0.21, -0.13, -0.46], [0.00, -0.20, -0.22], [0.10, -0.83, 0.34], [0.02, -0.08, 0.04], [0.08, 0.40, -0.30], [-0.23, 0.46, -0.08]]
}

{
  "formula": "C27H43N7NaO2",
  "method": "ωB97M-V/def2-TZVPD",
  "charge": -1,
  "homo_energy_ev": -4.459,
  "e_above_lowest_kj_mol": 5.0,
  "gap_ev": 6.62,
  "energy_ha": -1750.8224,
  "species": ["Na", "C", "N", "C", "C", "C", "N", "C", "C", "C", "C", "C", "C", "C", "O", "C", "C", "C", "N", "C", "C", "C", "C", "C", "C", "C", "O", "H", "H", "H", "H", "H", "H", "H", "H", "H", "H", "H", "H", "H", "H", "H", "H", "H", "H", "H", "H", "H", "H", "H", "H", "H", "N", "C", "C", "N", "C", "C", "N", "C", "C", "N", "H", "H", "H", "H", "H", "H", "H", "H", "H", "H", "H", "H", "H", "H", "H", "H", "H", "H"],
  "positions_angstrom": [[-0.18987, 0.09362, -0.27899], [0.86774, 1.39548, 2.41665], [1.87789, 0.38150, 2.15934], [1.68411, -0.74077, 3.06083], [2.63812, -1.92411, 2.88062], [3.01742, -2.29266, 1.45181], [1.90149, -2.51855, 0.55792], [2.03984, -3.49517, -0.24677], [1.19283, -3.86630, -1.37166], [1.45774, -5.10627, -1.96871], [0.80258, -5.54776, -3.09757], [-0.14030, -4.69281, -3.68374], [-0.41410, -3.46138, -3.14283], [0.21639, -2.98566, -1.94786], [-0.09301, -1.85583, -1.44999], [3.21489, 0.93628, 2.20257], [3.55468, 1.80693, 0.99287], [3.10308, 1.24542, -0.36622], [1.73626, 1.66204, -0.66810], [1.64328, 2.78590, -1.26544], [0.45066, 3.57391, -1.52424], [0.61979, 4.73928, -2.28324], [-0.41379, 5.61156, -2.54283], [-1.67332, 5.31772, -2.00426], [-1.88024, 4.19321, -1.24481], [-0.83694, 3.25138, -0.96837], [-1.06096, 2.19872, -0.29160], [-0.12611, 0.94715, 2.36431], [0.98288, 1.84369, 3.41970], [0.90421, 2.18121, 1.66462], [0.66275, -1.07925, 2.89786], [1.74288, -0.41233, 4.11760], [2.17175, -2.78926, 3.36238], [3.56966, -1.74593, 3.42805], [3.68916, -3.16716, 1.48467], [3.60531, -1.47394, 1.02662], [2.91530, -4.16011, -0.12865], [2.22047, -5.73347, -1.51422], [1.02556, -6.51428, -3.53010], [-0.65825, -5.00224, -4.58579], [-1.12994, -2.79804, -3.61498], [3.92411, 0.10840, 2.23898], [3.37806, 1.52246, 3.12832], [4.63967, 1.94990, 0.98755], [3.11757, 2.80318, 1.10145], [3.14035, 0.15407, -0.36038], [3.79296, 1.60359, -1.14301], [2.56840, 3.27984, -1.60966], [1.61107, 4.95022, -2.67520], [-0.25682, 6.50090, -3.13875], [-2.50448, 5.99052, -2.18964], [-2.86176, 3.97794, -0.83598], [-0.92957, 0.65022, -3.05880], [-2.37396, 0.76389, -2.90153], [-3.02402, -0.39761, -2.16032], [-2.76772, -0.47682, -0.71890], [-3.02582, -1.84834, -0.28981], [-2.55598, -2.21167, 1.10927], [-1.14771, -1.88008, 1.29990], [-3.61296, 0.49546, -0.02600], [-3.23585, 0.79363, 1.43725], [-3.21390, 2.21454, 1.79070], [-0.44359, 1.31142, -2.46846], [-0.60153, -0.28224, -2.82182], [-2.85170, 0.78872, -3.89036], [-2.61368, 1.71769, -2.42666], [-2.64624, -1.31821, -2.61020], [-4.11441, -0.37708, -2.34687], [-2.49867, -2.50250, -0.98573], [-4.10566, -2.08149, -0.36437], [-2.76235, -3.28572, 1.22396], [-3.15622, -1.70242, 1.86689], [-0.59255, -2.18726, 0.49963], [-0.77882, -2.36092, 2.10964], [-4.67282, 0.17740, -0.09033], [-3.52130, 1.43496, -0.56940], [-2.24389, 0.38672, 1.63397], [-3.92349, 0.28645, 2.11950], [-4.10521, 2.63958, 1.55699], [-2.50744, 2.63941, 1.19062]],
  "forces_ev_per_a": [[0.05, -0.11, 0.10], [-0.03, 0.01, -0.03], [-0.02, 0.01, 0.00], [-0.02, -0.02, 0.02], [-0.01, 0.00, 0.01], [0.05, 0.03, -0.03], [0.02, 0.02, -0.03], [-0.09, -0.04, 0.03], [0.05, -0.02, -0.02], [0.02, 0.02, 0.01], [0.00, -0.01, 0.00], [0.00, 0.01, 0.01], [0.00, 0.00, 0.03], [-0.03, -0.05, 0.05], [0.06, 0.03, -0.12], [0.03, -0.03, 0.02], [-0.01, 0.06, -0.01], [-0.07, -0.04, -0.01], [0.06, 0.06, -0.02], [0.00, 0.01, 0.02], [-0.04, -0.04, 0.05], [-0.03, 0.00, 0.00], [0.03, 0.03, -0.02], [-0.04, -0.01, 0.02], [0.02, 0.04, -0.02], [0.08, 0.00, -0.07], [-0.03, 0.09, 0.11], [0.01, 0.00, 0.01], [0.02, -0.01, 0.01], [0.01, -0.02, 0.01], [-0.02, 0.01, 0.00], [0.01, 0.00, 0.01], [0.00, 0.00, 0.01], [0.00, 0.01, -0.01], [0.00, -0.01, 0.01], [-0.01, -0.02, 0.00], [0.01, 0.01, -0.01], [0.00, 0.00, 0.00], [0.00, 0.00, 0.00], [0.00, 0.00, 0.00], [0.00, 0.00, 0.00], [0.00, 0.04, 0.00], [-0.01, -0.01, 0.00], [0.00, -0.01, -0.01], [0.01, -0.01, 0.00], [0.01, 0.01, 0.01], [0.01, 0.02, 0.00], [0.01, 0.00, -0.01], [0.00, 0.00, 0.00], [0.00, 0.00, 0.00], [0.00, 0.00, 0.00], [0.01, -0.01, 0.00], [0.01, -0.04, -0.08], [-0.03, 0.03, 0.00], [0.01, -0.04, -0.01], [-0.10, -0.02, 0.00], [0.00, -0.01, -0.02], [-0.04, -0.03, 0.03], [-0.03, 0.02, -0.02], [0.00, 0.03, -0.01], [0.01, 0.06, 0.07], [0.01, -0.11, -0.05], [-0.02, 0.02, -0.04], [-0.02, -0.01, 0.04], [0.01, 0.01, 0.00], [0.01, -0.01, 0.01], [0.00, 0.00, 0.00], [0.00, 0.00, -0.01], [0.00, 0.00, -0.01], [0.01, 0.00, 0.00], [0.01, 0.00, 0.00], [0.04, 0.00, 0.00], [0.01, 0.00, 0.00], [0.01, -0.01, 0.01], [0.00, 0.00, -0.01], [0.00, 0.00, 0.02], [-0.01, 0.02, -0.02], [-0.01, 0.01, 0.00], [0.01, 0.02, 0.00], [-0.02, 0.03, 0.02]]
}

{
  "formula": "C27H43O5PS",
  "method": "ωB97M-V/def2-TZVPD",
  "smiles": "CCCCCCCC[C@@H](O[C@@H]([PH2]=O)S(C)(=O)=O)[C@H](Cc1ccc(C)cc1)OC.c1ccccc1",
  "charge": 0,
  "homo_energy_ev": -8.850,
  "gap_ev": 9.23,
  "energy_ha": -2170.2960,
  "species": ["C", "C", "C", "C", "C", "C", "C", "C", "C", "O", "C", "P", "O", "S", "C", "O", "O", "C", "C", "C", "C", "C", "C", "C", "C", "C", "O", "C", "H", "H", "H", "H", "H", "H", "H", "H", "H", "H", "H", "H", "H", "H", "H", "H", "H", "H", "H", "H", "H", "H", "H", "H", "H", "H", "H", "H", "H", "H", "H", "H", "H", "H", "H", "H", "H", "C", "C", "C", "C", "C", "C", "H", "H", "H", "H", "H", "H"],
  "positions_angstrom": [[4.32233, 4.22105, 0.72716], [4.54223, 2.81081, 1.25490], [3.44912, 1.84948, 0.81548], [3.65781, 0.44166, 1.38764], [2.89382, -0.63105, 0.62524], [1.36178, -0.45702, 0.69904], [0.78696, 0.13377, -0.58189], [-0.73320, 0.04950, -0.67432], [-1.23806, 0.48667, -2.06102], [-1.97063, -0.53577, -2.73451], [-1.23243, -1.63646, -3.11135], [-2.47459, -3.04065, -3.21819], [-3.74351, -2.62485, -3.84435], [-0.43723, -1.55711, -4.74516], [0.77289, -0.26447, -4.74727], [-1.41537, -1.30003, -5.75850], [0.26217, -2.82042, -4.84039], [-2.12194, 1.75348, -2.01221], [-3.61699, 1.54875, -2.20812], [-4.27060, 0.99256, -0.96435], [-4.93054, 1.87798, -0.09845], [-5.51577, 1.43408, 1.08527], [-5.47231, 0.08984, 1.45424], [-6.08121, -0.38840, 2.74296], [-4.84576, -0.80413, 0.58391], [-4.25844, -0.35191, -0.60494], [-1.63313, 2.69321, -2.96698], [-0.75885, 3.63862, -2.40603], [4.62282, 4.32119, -0.31287], [4.89100, 4.95038, 1.29708], [3.27587, 4.50401, 0.81119], [5.51759, 2.44091, 0.94636], [4.55140, 2.84979, 2.34482], [2.48473, 2.23822, 1.13800], [3.48275, 1.79978, -0.27416], [4.72703, 0.24614, 1.34911], [3.33774, 0.46205, 2.42909], [3.20330, -0.54393, -0.41750], [3.19810, -1.62367, 0.94663], [0.89032, -1.40673, 0.94018], [1.16348, 0.22848, 1.52409], [1.20610, -0.41561, -1.42620], [1.12431, 1.16541, -0.66773], [-0.99936, -0.99466, -0.50804], [-1.19735, 0.62060, 0.12282], [-0.38520, 0.79202, -2.66362], [-0.45674, -1.94308, -2.40146], [-1.84059, -4.09044, -3.89778], [-2.68045, -3.37361, -1.86213], [1.33076, -0.37870, -5.66697], [0.24524, 0.68489, -4.73600], [1.38200, -0.33054, -3.85352], [-2.00939, 2.20870, -1.02814], [-3.85912, 0.99790, -3.11058], [-4.01573, 2.55128, -2.34069], [-4.99418, 2.92857, -0.34136], [-6.02030, 2.13017, 1.73933], [-5.75962, -1.40006, 2.96205], [-7.16565, -0.34648, 2.72688], [-5.72823, 0.23831, 3.55855], [-4.78862, -1.85697, 0.81148], [-3.80024, -1.07957, -1.25358], [0.15712, 3.17252, -2.03107], [-0.48556, 4.33691, -3.18933], [-1.23929, 4.20658, -1.60777], [2.22543, -3.27460, 3.85890], [2.89634, -4.41289, 4.28357], [4.11381, -4.29627, 4.93960], [4.66207, -3.04184, 5.16841], [3.99420, -1.90387, 4.73838], [2.77560, -2.02080, 4.08526], [1.27341, -3.36467, 3.35106], [2.47025, -5.39131, 4.10339], [4.63598, -5.18371, 5.27271], [5.61063, -2.95127, 5.68151], [4.42385, -0.92543, 4.91178], [2.25386, -1.13328, 3.75047]],
  "forces_ev_per_a": [[0.12, 0.08, 0.06], [-0.33, 0.28, 0.28], [0.53, -0.32, 0.05], [-0.18, 0.42, -0.25], [-0.06, 0.20, -0.14], [0.59, 0.23, 0.05], [-0.19, -0.22, 0.27], [0.35, -0.34, -0.31], [-0.36, 0.62, 0.74], [0.12, 0.08, -0.15], [-0.06, -0.60, -0.09], [-1.05, 0.65, -0.61], [-0.05, -0.03, 0.05], [0.20, -1.01, -0.82], [-0.61, 0.38, 0.46], [-0.16, 0.58, 0.18], [0.22, 0.15, 0.47], [0.24, 0.08, -0.12], [-0.16, 0.20, 0.19], [-0.41, 0.07, 0.33], [0.01, -0.47, 0.30], [0.19, -0.22, -0.27], [0.13, -0.30, -0.37], [0.36, 0.23, -0.02], [0.19, 0.79, -0.40], [-0.20, -0.13, 0.37], [-0.39, -0.11, -0.22], [0.10, 0.05, -0.20], [-0.06, -0.04, -0.17], [0.14, 0.09, 0.04], [-0.16, 0.04, -0.03], [0.13, -0.10, -0.04], [0.07, -0.07, 0.15], [-0.20, 0.12, -0.19], [-0.26, 0.01, -0.17], [0.15, -0.26, 0.15], [0.17, -0.15, 0.21], [0.04, -0.15, -0.18], [-0.02, -0.10, 0.19], [-0.18, -0.12, -0.05], [-0.30, -0.05, 0.17], [0.11, -0.02, -0.18], [0.04, 0.16, -0.17], [-0.24, -0.10, 0.07], [-0.17, 0.08, 0.10], [0.17, -0.16, -0.14], [0.18, 0.13, 0.01], [0.34, -0.06, 0.44], [0.60, -0.20, 0.03], [0.17, -0.12, -0.11], [-0.06, 0.13, -0.15], [0.30, -0.20, -0.03], [0.10, 0.01, 0.21], [0.13, -0.29, -0.04], [-0.04, 0.15, -0.14], [0.04, 0.13, -0.11], [-0.03, 0.18, 0.03], [-0.09, -0.22, 0.01], [-0.17, -0.03, -0.02], [-0.09, 0.09, 0.18], [-0.09, -0.15, 0.14], [0.06, -0.02, -0.20], [0.09, -0.03, 0.16], [0.05, 0.05, -0.16], [-0.03, -0.02, 0.19], [0.00, 0.00, -0.01], [0.00, -0.01, 0.00], [0.00, 0.00, 0.00], [0.00, -0.01, -0.01], [0.01, 0.01, 0.00], [-0.03, 0.00, -0.01], [0.00, 0.00, 0.00], [-0.01, -0.01, 0.01], [0.00, -0.01, 0.00], [0.01, 0.00, 0.00], [0.00, 0.01, 0.00], [-0.02, 0.00, 0.01]]
}